Entry 1:
C28H59N4O10 | ωB97M-V with the def2-TZVPD basis set

```
101
C28H59N4O10, DFT ωB97M-V with the def2-TZVPD basis set
C -3.27456 -2.03780 0.68354
H 7.12429 5.47039 -2.90685
H -12.25030 1.94118 -0.95821
O -10.42767 2.90291 -1.13281
H -1.00539 -3.82267 2.64036
H -2.87645 -0.24283 2.26798
C -0.04644 -3.17094 2.35889
H 2.61167 -6.74733 2.81286
H -3.83896 -1.19565 0.27252
H -5.47302 -1.19885 3.65465
H -4.80584 0.44132 3.69575
H -8.70514 1.80624 -2.74037
C 3.44318 -0.98056 2.13465
C 2.55400 -1.87557 -0.05977
H -6.04124 -2.10258 1.49952
N 2.64694 -5.03250 -1.09042
H -9.67203 3.44321 0.68286
O -3.51406 -2.22300 2.07510
H 2.19922 -5.53747 4.04374
O 5.62835 -0.07302 1.01360
H -0.42914 -8.90489 3.26814
C 3.08986 1.83454 -1.52194
H 6.81075 5.11929 -1.19939
N 2.29014 -1.70563 1.42789
H 2.17645 -2.23432 -2.29570
C 7.21390 7.19795 -1.57486
C 0.21845 -7.22525 2.03279
C 4.18135 2.10244 0.73689
H 6.45200 1.89003 0.85217
H -8.44853 0.05400 -2.85332
C -4.88671 -0.46610 3.08682
C 4.85452 6.03564 -3.55777
H 0.86812 -7.03399 1.17152
N 4.30242 2.31686 -0.75686
H 6.25052 9.78774 -1.63567
H -0.80527 -6.96391 1.74303
H 3.81274 6.36302 -3.61187
C 1.66501 -2.54756 -1.26346
H 3.96786 2.27361 -4.46838
C 1.81748 -9.18097 4.14651
H 5.47500 6.76438 -4.08566
H -7.74263 2.75906 -0.74491
O 7.08457 8.17126 -2.61514
H 2.96371 3.97495 -2.56427
O 1.58079 -9.13197 2.74352
O 0.56873 -6.38150 3.13353
C 2.53539 2.87750 -2.66630
H -11.60701 2.10820 -2.60782
H 3.47678 -4.37916 -1.02733
N 4.43933 -0.70021 1.02935
H 2.00405 -5.13578 2.32356
O 5.21558 5.92099 -2.18544
C 5.98421 9.04901 -2.39872
C 1.56258 -4.18476 -1.20833
H 1.43595 -8.29359 4.65809
H 5.77743 9.57544 -3.33555
H 5.64871 1.56860 2.52913
C 1.92018 -5.93780 3.06424
H -2.20380 -1.88380 0.51427
C 0.99740 -2.23687 2.08240
H -10.90743 0.89931 -1.51337
H -2.97805 -1.19730 3.75474
H -3.58234 -2.94788 0.15957
H 3.42923 0.85578 -2.10905
H -7.84424 1.80459 0.74185
H -0.08371 -9.30515 1.57775
H 5.07880 8.51471 -2.09631
C -6.47483 -1.10070 1.44517
H 3.16328 1.61095 1.07907
C -9.75289 2.53579 0.07393
H -7.38411 -1.06071 2.05468
O -5.56149 -0.09898 1.88008
H -10.33920 1.80304 0.64176
H 0.60102 -2.00638 -1.27685
H 3.57314 -0.67963 3.25798
C 6.63209 5.84479 -2.00094
H 0.47966 -4.65389 -1.31589
H 0.75964 3.67512 -1.97103
H 4.94115 5.05841 -4.04502
H -6.74082 -0.89369 0.40507
H 4.66856 -1.08380 -1.31181
H 2.89698 -9.23857 4.31015
H 6.74990 7.55266 -0.64787
C 5.51744 1.35153 1.36349
H 2.17508 1.52283 -0.86209
C -8.34084 2.01126 -0.21258
H 4.33654 3.36483 -0.93564
H 2.51928 1.05590 -4.08537
H -7.06999 1.11809 -2.49862
O 1.04935 2.90033 -2.54032
C -8.14074 0.96409 -2.32935
C -3.47466 -0.99063 2.80031
O -8.38024 0.77889 -0.93779
C -11.34102 1.90119 -1.56772
H 4.17906 3.19181 1.22528
H 2.10058 2.67970 -4.94663
H 1.35013 -10.07730 4.56849
C 2.83346 2.20488 -4.16008
H 8.28572 7.07360 -1.38512
C 4.02961 -1.21491 -0.33410
C 0.25149 -8.70548 2.43144
```

Computed properties:
molecular weight: 611.798 g/mol
E_LUMO: -4.310 eV
HOMO level: -10.4 eV
net charge: +1
orbital gap: 6.1 eV



Entry 2:
C7H5NO2S | ωB97M-V with the def2-TZVPD basis set

```
16
C7H5NO2S, DFT ωB97M-V with the def2-TZVPD basis set
H 1.43728 -0.35783 2.04637
O 0.90235 1.77742 -2.09943
C -1.24313 -0.61989 -0.38521
C 0.68805 -0.68043 1.41532
S 2.17664 1.08310 -1.80883
H 1.93447 1.78547 0.41625
H -0.62999 -1.69134 2.83106
C -1.34096 -1.11253 0.88313
C 0.85419 0.01668 0.22970
H -2.33329 -1.49221 0.96078
C -0.49431 -1.21647 1.90193
N 1.99058 0.86001 -0.01015
H -2.05968 -0.30352 -0.95646
C -0.16268 0.17639 -0.75543
O -1.34620 0.77716 -2.63374
C -0.37332 0.99797 -2.03530
```

Computed properties:
molecular weight: 167.189 g/mol
E_LUMO: -0.390 eV
HOMO level: -8.9 eV
net charge: 0
orbital gap: 8.5 eV
SMILES string: O=C1OSNc2ccccc21



Entry 3:
H20NO8 | ωB97M-V with the def2-TZVPD basis set

```
29
H20NO8, DFT ωB97M-V with the def2-TZVPD basis set
H -1.84852 -1.95990 -0.48866
H 1.93748 2.74610 1.21834
O -0.46652 3.27910 -1.69166
H -0.36252 -2.11990 2.12934
H 1.61948 -3.35090 0.59534
H -0.56152 4.18210 -1.16666
H -1.59852 -3.11790 -2.47266
O -1.07852 -2.90190 -1.73566
H 1.27948 3.20810 2.42134
H -0.98052 -3.73390 -1.56566
H -1.32652 -1.24890 1.70234
H 2.50348 -2.49390 1.46934
O -0.59952 -1.24490 2.28934
N 0.31648 0.33410 0.12034
H -3.03452 -0.02590 -2.19166
H -0.15452 3.69810 -2.56466
O 2.17848 -2.48390 0.47734
H -2.93652 -1.42090 0.36234
H 3.64648 2.60810 0.21934
H 3.91848 1.16910 0.69334
H -0.22052 0.57110 1.05834
O 3.25648 1.74910 0.49234
O -2.44252 -2.19190 0.29934
H 0.01648 0.96110 -0.66666
O -2.45752 0.52210 -1.71866
H -2.83452 0.51610 -0.88966
H 1.28048 0.25210 0.34434
O 1.03348 3.03110 1.55334
H -0.08352 -0.53290 -0.29366
```

Computed properties:
molecular weight: 162.159 g/mol
E_LUMO: -2.970 eV
HOMO level: -14.3 eV
net charge: +1
orbital gap: 11.3 eV



Entry 4:
C4H9NO2 | ωB97M-V with the def2-TZVPD basis set

```
16
C4H9NO2, DFT ωB97M-V with the def2-TZVPD basis set
H -3.11959 -0.16445 1.11683
H 0.58658 -0.76010 -1.34019
N 0.22847 -0.02017 -0.76963
H 3.00224 -0.58403 -0.24524
C -0.64366 -0.31376 0.27650
C 1.37660 0.87136 -0.50500
H 1.77093 1.19889 -1.48077
C 2.50202 0.22380 0.30782
O -0.55192 0.21408 1.36083
H -3.69372 -1.46292 0.03058
C -2.97927 -0.64142 0.14088
H 0.97801 1.75161 -0.00310
H 2.09537 -0.18672 1.23565
O -1.65739 -1.17915 -0.04043
H 3.27360 0.95982 0.56477
H -3.16825 0.09315 -0.64952
```

Computed properties:
molecular weight: 103.121 g/mol
E_LUMO: 0.960 eV
HOMO level: -9.9 eV
net charge: 0
orbital gap: 10.8 eV
SMILES string: CCNC(=O)OC



Entry 5:
C41H33ClMgN6O2S | ωB97M-V with the def2-TZVPD basis set

```
85
C41H33ClMgN6O2S, DFT ωB97M-V with the def2-TZVPD basis set
H -3.19104 -4.05690 3.49140
H -1.34611 3.86886 2.42467
H -4.58176 -0.00541 5.69905
C 2.18911 -3.84591 2.07719
C -0.52743 -2.51776 -2.76542
C 4.14093 3.33976 -2.54666
C -3.60911 -4.38467 -1.98169
C -1.61325 1.74039 -3.14384
C 4.68282 2.14027 -2.98806
H 3.28194 -0.55649 0.96750
C -2.45930 -3.95573 -2.57154
H -4.38496 -2.38003 4.90017
C 2.83672 3.37294 -2.07249
H -1.89227 0.98508 -2.41834
C 4.03060 1.48082 0.97198
H -0.04208 0.13188 -1.59039
C 1.44196 2.05423 1.69756
H -1.29491 -3.28258 2.06413
C -1.70155 -2.89799 -2.02025
N 1.99218 -4.15773 0.75236
C 2.61555 1.00238 -2.49394
H 2.70338 -4.51259 2.74788
H -0.57784 4.45851 -5.68751
C -2.14146 -2.24095 -0.81681
H -2.11072 -4.43114 -3.48194
C -3.77254 0.26219 5.03163
Mg -0.16890 -0.37616 0.92655
N 1.81502 0.76080 1.49482
C -2.91285 -3.01164 3.48317
H -3.74613 -2.20569 0.61750
C -1.84930 -2.57701 2.67569
S 0.41432 2.26048 -1.37676
H 0.76732 4.10672 -3.65694
C -2.24329 1.90479 4.09043
C -0.86952 3.69753 -4.97531
O -1.53155 -1.27250 -0.26828
C 1.62250 -2.62035 2.26240
H 4.38896 3.58688 0.98865
H 4.35204 0.04194 -3.29710
C -3.56876 -2.08717 4.24923
O 0.30535 -1.65639 -2.50492
H 2.01787 0.09702 -2.45918
C -3.37842 -2.71319 -0.26569
C 2.08374 2.20795 -2.06841
C 2.34324 3.12249 1.48982
Cl -4.52105 -5.70678 -2.66376
C -2.36147 1.93883 -4.29843
H 0.20658 5.68999 2.02421
H 2.57824 5.27470 1.45728
C -0.32047 3.62049 2.20378
H -0.43336 -3.06023 -3.72973
H 5.03670 1.20085 0.69005
C -3.27751 1.53527 4.97103
H -3.23429 1.32455 -4.47771
C 3.04631 0.48955 1.13944
C -0.11438 3.50418 -3.83018
N -0.01993 0.85060 -0.86311
H -5.00737 -4.08104 -0.37452
N -0.65645 1.15640 2.32686
H 1.56231 -2.02403 3.15855
H -3.69187 2.30234 5.61508
H 2.62776 -5.19499 -0.94294
C 0.57783 4.67485 1.94938
N -1.47465 -1.32311 2.60830
C 3.92353 0.97626 -2.95709
H -2.57679 3.06327 -6.11083
C 3.67090 2.78823 1.13931
C 1.88859 4.45570 1.62208
C 1.31854 -3.13132 0.19137
C 2.36111 -5.39834 0.09170
C -2.12665 -0.38422 3.33840
N 1.08167 -2.18679 1.07553
C -3.17967 -0.73055 4.21534
H -1.89868 2.92450 4.12402
C -4.07773 -3.74767 -0.81996
H 3.22264 -5.83068 0.59425
H 5.70231 2.11002 -3.35121
H 2.41506 4.29210 -1.67927
C -1.66430 0.98824 3.21750
C -0.48858 2.51744 -2.92549
H 1.53896 -6.11221 0.11586
H 4.73649 4.24396 -2.55581
H 1.03887 -3.09249 -0.84764
C 0.07261 2.29145 2.11808
C -1.99237 2.91275 -5.21201
```

Computed properties:
molecular weight: 733.580 g/mol
E_LUMO: 0.401 eV
HOMO level: -6.3 eV
net charge: 0
orbital gap: 6.7 eV



Entry 6:
C3H8O2Si | ωB97M-V with the def2-TZVPD basis set

```
14
C3H8O2Si, DFT ωB97M-V with the def2-TZVPD basis set
H -0.60637 2.83161 -0.61403
C -0.10571 0.01241 -0.83675
H -0.46831 -2.22099 1.09063
C -0.31942 -1.14096 1.29883
H -1.71093 1.92099 1.22039
H 0.91663 -0.08480 -0.74167
O -2.21051 -0.58505 -0.01108
H -0.56267 0.20702 -1.75118
C -0.87743 -0.55036 0.06275
H -2.44847 -0.11944 -0.78159
H 0.76716 -0.96512 1.21931
H -0.85543 -1.04384 2.25972
O 1.04623 1.94272 1.27571
Si -0.34922 2.28726 0.73231
```

Computed properties:
molecular weight: 104.181 g/mol
E_LUMO: 0.062 eV
HOMO level: -9.3 eV
net charge: 0
orbital gap: 9.4 eV
SMILES string: O=[SiH2].C=C(C)O



Entry 7:
C5H13N2 | ωB97M-V with the def2-TZVPD basis set

```
20
C5H13N2, DFT ωB97M-V with the def2-TZVPD basis set
C 0.43417 -0.70001 0.53620
H 2.14329 -1.84144 0.40500
H -2.43286 -1.06145 -0.97463
H 1.57484 2.36288 -0.49528
H -3.66489 -0.28301 -0.21430
H -0.31628 0.31745 -1.45399
N 0.68856 0.75088 0.48992
H 0.40243 1.31550 1.26744
C -0.38088 0.20807 -0.35763
H 2.25116 0.73585 -0.53287
H -2.12342 1.43699 -0.80168
H 2.56795 1.76237 0.76126
N -2.67257 -0.41378 -0.25913
C -1.76766 0.71297 -0.03068
H 0.79933 -2.89774 0.25906
H -2.00908 1.00226 0.92033
H -0.00302 -1.12183 1.53791
C 1.82237 1.49527 0.01029
C 1.22477 -1.90051 -0.00890
H 1.46180 -1.88071 -1.05832
```

Computed properties:
molecular weight: 101.173 g/mol
E_LUMO: -3.026 eV
HOMO level: -12.7 eV
net charge: +1
orbital gap: 9.7 eV
SMILES string: C[C@@H]1[C@@H](CN)[N@@H+]1C



Entry 8:
C2H4O3S2 | ωB97M-V with the def2-TZVPD basis set

```
11
C2H4O3S2, DFT ωB97M-V with the def2-TZVPD basis set
S 1.22275 2.11713 0.10567
C 0.25865 -0.97546 -0.54658
H 0.08609 -2.09381 -0.64573
H 1.31649 -0.83552 -0.30722
H 0.13282 -0.40125 -1.43099
C -0.66571 -0.37388 0.50784
H -2.92926 -0.12373 1.10421
S -2.32552 -0.91953 0.14247
O 2.39535 1.63960 0.80051
O 0.96130 1.58284 -1.19246
O -0.45295 0.38361 1.46228
```

Computed properties:
molecular weight: 140.185 g/mol
E_LUMO: -0.780 eV
HOMO level: -10.3 eV
net charge: 0
orbital gap: 9.5 eV



Entry 9:
C4H3N3O | ωB97M-V with the def2-TZVPD basis set

```
11
C4H3N3O, DFT ωB97M-V with the def2-TZVPD basis set
N 1.23516 1.79136 0.26011
C 3.28991 -0.17570 -0.08375
C 1.07167 0.54798 -0.19196
O 0.05972 2.40865 0.17148
N 2.03916 -0.36421 -0.30928
N 4.44359 -0.13838 0.01061
C -0.29694 0.36151 -0.58180
H 1.61946 -1.95300 1.47306
H -1.85439 1.95445 -0.44105
C -0.86239 1.56836 -0.32445
H -0.74500 -0.52312 -0.97675
```

Computed properties:
molecular weight: 109.088 g/mol
E_LUMO (spin up / spin down): -0.127 / -2.924 eV
HOMO level (spin up / spin down): -10.2 / -10.5 eV
net charge: 0
orbital gap (spin up / spin down): 10.1 / 7.6 eV



Entry 10:
C29H32BaN4Si | ωB97M-V with the def2-TZVPD basis set

```
67
C29H32BaN4Si, DFT ωB97M-V with the def2-TZVPD basis set
Si 0.06541 -0.53178 -3.28147
C 3.55341 -1.49776 0.00286
C 1.82730 -4.72017 -0.55301
C -2.22754 2.37098 -1.03558
C 0.91602 -1.86003 -4.40470
C -3.18884 3.48013 -3.02306
C 1.44918 -0.72355 2.91582
C -0.94025 -0.41782 3.34528
H -4.04282 4.53246 -4.67960
H 5.33903 -2.67428 -0.16199
H -1.87554 -0.55619 -4.91660
H 1.54704 0.35878 2.81006
H 0.82130 -1.62254 -5.47596
C -0.15304 -2.58571 2.55760
H -2.83921 2.64674 -3.62136
C 3.54662 -2.12360 2.65496
C 0.62617 1.07331 -4.13815
H 0.99228 -3.11436 -1.76132
H -4.82302 6.44214 -3.30263
H 3.50590 -2.35015 3.71202
C -1.19521 1.87540 4.38691
C 2.56679 -1.33707 2.07173
N 2.57415 -1.00966 0.76967
C 1.89842 -5.22315 0.73340
C 4.56661 -2.30634 0.49989
H 0.21121 3.32729 1.16240
C -2.93882 3.46370 -1.64409
H -1.60684 1.41562 5.27721
H 2.43868 -6.14031 0.93482
C -3.39139 4.54521 -0.88302
H -1.36182 3.88822 5.11160
H -1.93136 -0.68031 2.96596
H -2.39446 -0.02728 -3.29460
H 3.51475 -1.21610 -1.04588
C -0.53402 3.79992 3.13227
H 1.33044 -4.89713 2.79115
C -4.06330 5.60672 -1.47333
C -4.30153 5.61239 -2.84133
C 1.27579 -4.53975 1.77023
H 0.45555 -2.84847 -4.25338
H 1.61353 -0.96857 3.96992
H -0.41734 4.86900 3.01971
C -1.60122 1.41115 -0.58147
H -1.21823 -2.77091 2.40352
Ba 0.14008 -0.44396 0.22519
H -4.40306 6.43411 -0.86178
H 2.31401 -5.21488 -1.38277
C -0.16432 2.94783 2.10476
H 0.09845 -2.98788 3.54640
C -1.06061 3.25130 4.28941
N -0.28801 1.62182 2.19446
H 0.35539 1.08262 -5.20428
H 0.17057 1.94950 -3.66182
N 0.06596 -1.11242 2.50584
C -3.86164 4.54068 -3.61164
N 0.47960 -2.90375 0.22228
C 4.56412 -2.61270 1.84769
C 0.59156 -3.37359 1.47381
H -3.20919 4.54069 0.18488
C 1.10072 -3.55695 -0.77053
H 1.71450 1.18545 -4.06266
H -0.88693 -0.76383 4.38510
H 1.98816 -1.95780 -4.18312
C -1.74797 -0.72773 -3.83773
H 5.34665 -3.23114 2.26933
C -0.79484 1.09720 3.31184
H -2.10299 -1.74073 -3.61111
```

Computed properties:
molecular weight: 602.017 g/mol
E_LUMO: -0.750 eV
HOMO level: -4.7 eV
net charge: 0
orbital gap: 4.0 eV



Entry 11:
C4H9N3O | ωB97M-V with the def2-TZVPD basis set

```
17
C4H9N3O, DFT ωB97M-V with the def2-TZVPD basis set
H 0.87955 -1.13560 2.16845
H -1.18524 2.47837 -0.10583
C 0.68934 -0.29009 -1.00461
O -1.93592 -1.13084 0.66310
H -0.03670 0.24698 1.67133
H 1.64435 -1.70988 0.16910
H 0.50216 2.94334 -1.87472
N 1.08909 -0.81616 0.22443
C -0.99260 -1.64489 1.22911
N 0.86618 2.00863 -1.76523
H -1.34411 0.77816 0.21436
N -0.79729 1.58556 -0.20033
H 1.47384 -0.37677 -1.80985
C 0.18851 -0.75254 1.42030
H -0.24411 -0.66736 -1.51622
C 0.27190 1.18109 -1.02067
H -1.06893 -2.69797 1.53729
```

Computed properties:
molecular weight: 115.136 g/mol
E_LUMO: 0.555 eV
HOMO level: -8.8 eV
net charge: 0
orbital gap: 9.4 eV
SMILES string: [H]/N=C(\N)CNCC=O



Entry 12:
C4H12O2 | ωB97M-V with the def2-TZVPD basis set

```
18
C4H12O2, DFT ωB97M-V with the def2-TZVPD basis set
H 0.55660 0.61884 -0.72377
C 2.50179 -2.51910 -0.45343
C 3.04505 -2.75792 -1.82637
H 2.38537 1.88090 2.45947
C 0.00000 0.00000 0.00000
H 1.75353 -0.50640 0.96399
H -0.34624 0.64724 0.82329
H 2.05275 -3.45485 -0.06850
H 0.44704 -1.68792 1.26925
H 3.82321 -3.53868 -1.78785
H 2.26822 -3.07057 -2.54428
H 3.09778 -2.07048 0.36449
O 1.41477 -1.72894 -0.69365
H 3.50307 -1.82229 -2.18891
H -0.88189 -0.42663 -0.50683
C 0.93544 -1.07806 0.48504
O 2.28221 1.78521 1.48558
H 2.64748 0.89407 1.28384
```

Computed properties:
molecular weight: 92.138 g/mol
E_LUMO: 0.774 eV
HOMO level: -9.8 eV
net charge: 0
orbital gap: 10.5 eV
SMILES string: CCOCC.O